{"formula": "C22H61N5O7", "method": "ωB97M-V/def2-TZVPD", "lumo_ev": [-2.465, -7.580], "charge": 1, "de_lowest_ev": 2.013, "e_homo_ha": [-0.411, -0.411], "spin_multiplicity": 2, "gap_ev": [8.712, 3.594], "s2": 0.755, "elements": ["C", "C", "C", "O", "C", "N", "H", "H", "H", "H", "H", "H", "H", "H", "H", "H", "H", "C", "C", "C", "O", "C", "N", "H", "H", "H", "H", "H", "H", "H", "H", "H", "H", "H", "C", "C", "C", "O", "C", "N", "H", "H", "H", "H", "H", "H", "H", "H", "H", "H", "H", "C", "C", "C", "O", "C", "N", "H", "H", "H", "H", "H", "H", "H", "H", "H", "H", "H", "C", "C", "C", "O", "C", "N", "H", "H", "H", "H", "H", "H", "H", "H", "H", "H", "H", "C", "C", "O", "O", "H", "H", "H", "H", "H", "H"], "positions_angstrom": [[0.03939, -0.60667, 2.67807], [-1.06866, -1.12563, 3.67155], [-2.42893, -0.51684, 3.40523], [-3.40850, -1.04753, 4.36517], [-4.80498, -0.63525, 4.04635], [-1.11888, -2.54279, 3.48642], [0.24001, 0.46459, 2.66165], [-0.30116, -0.79931, 1.66072], [1.07121, -0.89413, 2.88009], [-0.69587, -0.98187, 4.68568], [-2.76496, -0.94177, 2.45939], [-2.49086, 0.56108, 3.25573], [-4.83175, 0.45429, 4.02922], [-5.55467, -0.91962, 4.78472], [-5.20051, -1.07000, 3.12839], [-2.05457, -2.82398, 3.74239], [-0.97943, -2.84841, 2.53392], [3.22445, -3.77784, 0.23280], [3.77555, -2.43784, 0.45109], [5.25061, -2.51898, 1.04785], [6.13883, -3.49807, 0.42692], [7.37831, -3.49311, 1.08574], [3.88847, -1.57641, -0.71776], [3.84218, -4.24171, -0.53618], [2.23998, -3.58211, -0.19218], [3.14607, -4.25324, 1.21052], [3.26596, -1.94589, 1.27959], [5.29697, -2.75961, 2.10995], [5.66580, -1.51442, 0.96679], [7.40996, -3.72507, 2.15030], [7.92654, -2.56368, 0.93180], [8.05770, -4.20032, 0.60994], [4.43873, -0.73195, -0.65296], [4.39329, -2.05836, -1.44781], [-5.22359, 4.41540, -3.11709], [-5.33788, 3.64547, -1.72408], [-4.27485, 4.08297, -0.63523], [-4.10541, 2.94855, 0.22646], [-3.27125, 3.32869, 1.31515], [-6.66734, 4.14705, -1.34542], [-5.58076, 5.44462, -3.08196], [-5.70822, 3.75987, -3.84063], [-4.14390, 4.52343, -3.22062], [-5.22188, 2.57042, -1.86161], [-4.69574, 4.82748, 0.04052], [-3.34281, 4.49055, -1.02676], [-2.39310, 3.95537, 1.15948], [-2.88143, 2.46350, 1.85143], [-3.89788, 3.94411, 1.96067], [-7.23471, 3.58687, -1.96541], [-7.01057, 3.86316, -0.43895], [1.66053, 0.26229, -2.73053], [0.55044, 0.20571, -1.72441], [-0.82711, 0.01003, -2.36829], [-1.76444, -0.26229, -1.24567], [-3.08269, -0.09935, -1.72987], [1.03107, -0.96169, -0.99267], [2.62054, 0.54085, -2.29592], [1.58466, 1.06911, -3.45948], [1.77617, -0.64856, -3.31796], [0.40837, 0.97647, -0.96689], [-0.88579, -0.85945, -3.02301], [-1.11070, 0.84569, -3.00810], [-3.76670, 0.01342, -0.88873], [-3.35759, -0.93487, -2.37363], [-3.17447, 0.84646, -2.26384], [1.91913, -0.89028, -0.51691], [1.15323, -1.69903, -1.67200], [3.19192, 1.40428, 2.17958], [2.73204, 2.56056, 1.36335], [3.14218, 2.41036, -0.12776], [2.74459, 3.49057, -0.94212], [3.37660, 3.49239, -2.25373], [1.31349, 2.55248, 1.15532], [2.98037, 0.49428, 1.61812], [2.70119, 1.35838, 3.15179], [4.24344, 1.58907, 2.39926], [3.10509, 3.48122, 1.81204], [2.88239, 1.42042, -0.50275], [4.20892, 2.61314, -0.03265], [4.40911, 3.83905, -2.21056], [2.76797, 4.00922, -2.99573], [3.61649, 2.46403, -2.52396], [1.36334, 2.99740, 0.24997], [1.09254, 1.64597, 0.76866], [-1.13365, -4.94733, -2.41677], [-1.12516, -3.43776, -2.06346], [-1.19008, -3.20212, -0.62479], [-2.25746, -5.48760, -1.91166], [-0.30459, -5.52437, -2.00717], [-1.15419, -5.10706, -3.49480], [-1.94372, -2.86745, -2.50258], [-0.22583, -3.16575, -2.61602], [-1.20891, -2.24424, -0.56403], [-2.05786, -5.09837, -1.05711]], "atomic_forces_ev_per_a": [[-0.6, 1.2, 0.4], [1.9, 0.7, -0.8], [-1.7, -0.8, 0.0], [-0.9, 0.9, -0.5], [1.3, 0.2, 0.2], [-0.4, -1.3, 0.3], [-0.9, 0.5, 0.4], [0.2, -0.5, -0.3], [-0.3, -1.2, 0.0], [-0.3, 0.5, 0.2], [0.2, 0.0, -0.6], [0.2, 0.3, 0.7], [0.0, 0.1, -0.4], [0.8, -0.4, 0.6], [0.5, 0.1, -0.4], [-0.1, -0.5, 0.2], [0.0, 0.2, -0.2], [-0.8, 0.4, -1.1], [4.1, 1.2, 2.0], [0.4, -0.9, 0.1], [-1.4, 1.0, 0.3], [1.5, 0.0, -0.6], [-1.3, 0.0, -1.3], [-0.1, -0.7, 0.4], [-0.4, -0.7, 0.0], [0.1, -0.5, -0.5], [-0.4, 0.4, -0.2], [-0.6, 0.0, 0.3], [0.3, 0.2, -0.1], [-0.7, 0.0, 0.2], [-0.3, 0.5, 0.2], [-0.4, -0.4, -0.2], [0.0, 0.2, 1.0], [-0.2, -0.6, -0.3], [1.8, -1.2, 1.7], [0.6, 3.3, 0.1], [-1.8, -0.9, -0.1], [1.8, 0.1, -0.6], [-0.6, 0.1, 0.9], [-0.5, -1.3, 0.3], [-0.5, -0.4, 0.2], [0.2, 0.5, -0.4], [0.2, -0.3, -1.1], [-0.1, -0.1, 0.0], [-0.3, 0.6, -0.4], [0.3, -0.4, -0.2], [0.1, 0.0, -1.1], [-0.5, -0.2, -0.1], [0.0, -0.1, 0.6], [-0.9, 0.4, -0.3], [0.4, -0.2, 0.5], [1.6, 1.5, -1.3], [-1.4, -0.4, 0.9], [-0.7, -1.4, 1.6], [1.7, 0.9, -1.6], [-0.7, 0.4, 0.2], [-0.5, 0.2, -1.5], [-0.1, -0.6, 0.3], [-0.8, 0.2, -0.1], [-0.1, -0.1, 0.2], [0.6, 0.5, -0.5], [0.4, -0.2, -0.1], [0.0, 0.4, 0.5], [0.1, -0.4, 0.1], [-0.2, 0.0, 0.0], [0.1, 0.0, -0.3], [0.8, 0.1, 1.1], [-0.5, -1.3, 0.2], [0.5, 0.3, 0.4], [-0.5, -0.6, -1.7], [4.2, 1.7, 1.5], [-1.0, 0.1, -1.1], [0.5, -1.0, 1.2], [-1.8, 0.8, 0.2], [0.3, -0.4, 0.2], [-0.3, 0.0, -0.1], [0.2, -0.7, -0.1], [-0.3, 0.3, -0.3], [0.0, -0.1, -0.1], [0.9, -1.2, -0.6], [-0.1, 1.0, 0.3], [0.1, 0.0, 0.3], [-0.7, -0.3, -0.5], [-1.8, 1.4, 0.0], [-0.2, -0.9, 0.8], [0.8, 1.0, -1.5], [0.4, -0.8, -0.3], [1.0, -0.6, -1.6], [-1.8, -0.6, 1.6], [0.9, 0.6, 0.0], [0.4, 0.4, -0.2], [-0.2, -0.5, -0.3], [0.8, 1.0, 0.6], [-0.4, 0.4, 0.4], [-1.8, -0.8, 1.5]], "mulliken_spin": [0.00, 0.00, 0.00, 0.00, 0.00, 0.00, 0.00, 0.01, 0.00, 0.00, 0.00, 0.00, 0.00, 0.00, 0.00, 0.00, 0.00, 0.00, -0.01, 0.01, 0.00, 0.00, 0.08, 0.00, 0.00, 0.00, 0.01, 0.00, 0.00, 0.00, 0.00, 0.00, 0.00, 0.00, 0.00, 0.00, 0.00, 0.00, 0.00, 0.00, 0.00, 0.00, 0.00, 0.00, 0.00, 0.00, 0.00, 0.00, 0.00, 0.00, 0.00, 0.10, -0.01, 0.01, 0.01, 0.00, 0.81, 0.00, 0.03, 0.00, 0.01, 0.00, 0.00, 0.00, 0.00, 0.00, -0.04, -0.01, 0.00, 0.00, 0.00, 0.00, 0.00, 0.00, 0.00, 0.00, 0.00, 0.00, -0.01, 0.00, 0.00, 0.00, 0.00, 0.00, 0.00, 0.00, 0.00, 0.02, 0.00, 0.00, 0.00, 0.00, 0.00, 0.00, 0.00]}

{"formula": "C5H11N", "method": "ωB97M-V/def2-TZVPD", "lumo_ev": 1.268, "de_lowest_ev": 1.137, "smiles": "CC(C)N1CC1", "e_homo_ha": -0.335, "gap_ev": 10.374, "elements": ["C", "C", "C", "N", "C", "C", "H", "H", "H", "H", "H", "H", "H", "H", "H", "H", "H"], "positions_angstrom": [[-1.48185, -0.77327, 0.69597], [-0.54601, 0.25926, 0.07525], [-1.12559, 0.83607, -1.21348], [0.70851, -0.40254, -0.27280], [1.93533, 0.36209, -0.24794], [1.67591, -0.70133, 0.75843], [-1.52584, -1.65487, 0.04714], [-1.12267, -1.09056, 1.68136], [-2.49574, -0.37465, 0.81440], [-0.38080, 1.07938, 0.80256], [-1.19349, 0.03624, -1.95865], [-0.47789, 1.62048, -1.61970], [-2.12489, 1.25872, -1.05921], [1.90144, 1.38778, 0.12439], [2.61544, 0.20086, -1.08251], [2.15699, -1.67403, 0.67433], [1.48114, -0.36964, 1.78045]], "atomic_forces_ev_per_a": [[0.0, 0.0, 0.0], [-0.1, 0.0, 0.0], [0.0, 0.0, 0.0], [-0.1, 0.0, -0.1], [0.2, 0.2, -0.1], [0.1, -0.1, 0.2], [0.0, 0.1, 0.1], [0.0, 0.0, -0.2], [0.2, 0.0, 0.0], [0.0, -0.1, -0.1], [0.0, 0.1, 0.1], [-0.1, -0.1, 0.1], [0.2, -0.1, 0.0], [-0.1, -0.1, -0.1], [-0.1, 0.0, 0.2], [-0.1, 0.2, 0.1], [0.0, 0.0, -0.2]], "mulliken_charge": [-1.41, 0.65, -1.43, -0.32, -0.47, -0.39, 0.35, 0.33, 0.40, 0.24, 0.35, 0.32, 0.40, 0.24, 0.24, 0.24, 0.24]}

{"formula": "C11H23F5NO3P2ScTe", "method": "ωB97M-V/def2-TZVPD", "lumo_ev": [-7.926, -10.883], "charge": 2, "e_homo_ha": [-0.567, -0.563], "gap_ev": [7.492, 4.437], "elements": ["Sc", "P", "C", "C", "N", "C", "C", "C", "C", "C", "P", "H", "H", "H", "H", "H", "H", "H", "H", "O", "H", "H", "O", "H", "C", "H", "H", "H", "C", "H", "H", "H", "C", "H", "H", "H", "C", "H", "H", "H", "F", "Te", "F", "F", "F", "F", "O"], "positions_angstrom": [[-0.65234, -1.20773, 0.57371], [0.44901, 1.25950, 2.58304], [0.82335, 2.01619, 1.01422], [1.32203, 1.33259, -0.20453], [0.78751, 0.15697, -0.68532], [1.12725, -0.19102, -1.95856], [2.06364, 0.49744, -2.70437], [2.64708, 1.65586, -2.19621], [2.24610, 2.05791, -0.93954], [0.50919, -1.41039, -2.61666], [-1.18904, -1.74829, -1.99792], [2.64162, 2.95671, -0.45948], [2.33423, 0.11414, -3.69788], [3.40718, 2.20664, -2.73189], [0.41293, -1.26428, -3.70612], [1.11809, -2.31610, -2.44125], [-0.21119, 2.74230, 0.71008], [1.60153, 2.76166, 1.32200], [-1.86437, 2.73757, -0.45113], [-1.09285, 3.46095, 0.41432], [-0.63028, 4.17807, -0.04327], [-1.84130, 0.78090, -0.10247], [-2.49406, 2.10949, -1.10595], [-2.80245, 1.42290, -0.41233], [-2.15592, -0.55504, -2.98120], [-1.82848, -0.56951, -4.03087], [-3.21489, -0.84715, -2.91553], [-2.06581, 0.45309, -2.54704], [-1.57685, -3.34305, -2.77249], [-2.55966, -3.66163, -2.40004], [-1.59919, -3.26112, -3.86765], [-0.83074, -4.08942, -2.46958], [1.76399, 0.31565, 3.29965], [2.25449, 0.95316, 4.04808], [1.37284, -0.60581, 3.74316], [2.49513, 0.04962, 2.52531], [-0.46656, 2.32727, 3.66214], [-0.93620, 1.71162, 4.43841], [0.20757, 3.05786, 4.12437], [-1.24191, 2.86108, 3.09691], [1.23027, -4.96915, 1.88945], [-0.05127, -3.86363, 2.70448], [-0.75392, 0.10209, 2.24253], [0.90000, -2.70906, 3.88376], [-2.36164, -2.01068, 0.60671], [0.19578, -5.12268, 4.22553], [0.51007, -2.53350, 1.33141]], "atomic_forces_ev_per_a": [[-1.2, -2.0, -1.2], [-1.9, -1.3, -0.2], [2.7, -1.5, 0.5], [-0.9, -0.7, 0.2], [0.3, 0.8, -0.6], [-0.9, -1.2, 1.1], [1.2, 1.4, -0.8], [0.0, -0.8, -0.3], [0.4, 0.9, 0.5], [-0.1, 0.0, -0.1], [0.3, 0.2, -0.5], [0.0, -0.2, -0.5], [-0.2, 0.3, 0.5], [-0.1, 0.0, -0.1], [0.5, 0.0, 0.3], [-0.1, 0.4, 0.0], [-1.9, 1.4, -0.7], [-0.8, -0.1, -0.2], [-1.6, -1.1, -1.7], [1.4, -0.2, 1.0], [-0.1, 0.3, -0.1], [0.6, -0.4, 0.0], [1.1, -0.2, 2.2], [-0.7, 1.1, -1.0], [-0.2, 0.2, 0.3], [-0.2, 0.0, 0.3], [0.3, 0.1, -0.1], [0.0, -0.3, -0.4], [0.0, -0.2, 0.3], [0.2, 0.0, -0.2], [0.0, 0.0, 0.3], [-0.2, 0.1, -0.1], [0.4, 0.2, -0.3], [-0.1, -0.2, 0.0], [-0.1, 0.0, 0.1], [-0.2, 0.0, 0.1], [0.1, 0.2, -0.1], [0.2, 0.0, 0.0], [-0.1, -0.1, 0.0], [0.2, -0.1, 0.0], [-0.6, 0.6, 0.4], [1.4, -1.4, 0.8], [1.6, 1.8, 0.8], [-0.3, -0.1, -0.4], [0.6, 0.4, 0.8], [-0.2, 1.2, -1.4], [-0.8, 0.4, 0.5]], "mulliken_charge": [0.86, 1.12, -0.63, 0.87, 0.41, 0.66, -0.75, -0.84, -0.84, -1.26, 1.00, 0.49, 0.51, 0.48, 0.55, 0.46, -0.05, 0.57, 0.45, -0.72, 0.37, -0.42, -0.64, 0.72, -1.23, 0.43, 0.40, 0.31, -1.20, 0.40, 0.42, 0.39, -0.97, 0.46, 0.29, 0.38, -1.14, 0.40, 0.46, 0.38, -0.40, 1.60, -0.41, -0.46, -0.66, -0.47, -0.81]}

Number 1: E_tot -45570.1581 eV. Number 2: E_tot -6852.3919 eV. Number 3: E_tot -79555.9787 eV.